[1]
20
Properties=species:S:1:pos:R:3:lowdin_charge:R:1 method="wB97M-V/def2-TZVPD" e_homo_ev=-9.10 spin_multiplicity=1 orbital_gap_ev=9.797 e_lumo_ev=0.7 smiles="C#CCCC[C@H](S)OC=O" relative_energy_kcal_mol=35.91
C 1.17885 -2.38577 0.53682 0.09
C 1.58369 -1.41042 -0.02474 -0.16
C 2.15500 -0.18836 -0.56994 -0.19
C 1.23997 1.06469 -0.44179 -0.18
C 0.24271 1.03221 0.72338 -0.19
C -1.20727 0.61993 0.34639 -0.60
S -1.81969 -0.71623 1.47272 0.78
O -1.32925 0.28122 -1.02560 -0.07
C -2.48554 -0.35930 -1.35546 -0.37
O -3.57506 -0.02159 -1.03651 0.10
H 0.55198 -3.19235 0.80246 0.02
H 3.07909 0.01464 -0.02791 0.11
H 2.45216 -0.30824 -1.60941 0.11
H 0.78541 1.26924 -1.40695 0.11
H 1.91448 1.89870 -0.24512 0.10
H 0.57171 0.41670 1.55409 0.08
H 0.18630 2.04730 1.11952 0.11
H -1.85431 1.47410 0.53547 0.10
H -1.32564 -0.30312 2.65821 -0.12
H -2.34459 -1.23333 -2.00563 0.15

***

[2]
11
Properties=species:S:1:pos:R:3:lowdin_charge:R:1 method="wB97M-V/def2-TZVPD" e_homo_ev=-9.74 spin_multiplicity=1 orbital_gap_ev=10.289 e_lumo_ev=0.5 smiles="N#CCO/N=N/N" relative_energy_kcal_mol=128.18
C -1.06243 1.53117 1.32979 -0.24
C -0.17953 1.98140 0.34610 -0.08
N -1.86123 1.20556 2.08674 0.18
N 0.33782 -0.57533 -0.45844 0.00
N 0.85850 -2.56776 -0.83150 0.00
N 0.27404 -1.48994 -1.32340 -0.08
O -0.15058 0.81637 -0.75872 -0.19
H -0.46776 2.85048 -0.13568 0.09
H 0.90857 2.09682 0.62789 0.14
H 0.34713 -3.41643 -1.03477 0.09
H 0.99547 -2.43233 0.15197 0.08

***

[3]
17
Properties=species:S:1:pos:R:3:lowdin_charge:R:1 method="wB97M-V/def2-TZVPD" e_homo_ev="-9.63 / -9.63" spin_multiplicity=2 orbital_gap_ev="9.795 / 6.178" e_lumo_ev="0.2 / -3.5" relative_energy_kcal_mol=14.22
S -1.13274 2.81258 1.71817 0.43
H -2.28432 2.95846 2.55017 -0.14
S -1.75347 0.50136 -3.06902 0.54
H -2.46362 1.27545 -2.26918 -0.23
H -1.65021 -0.22309 -2.05414 -0.35
S -2.33833 -0.27754 0.90259 0.45
H -3.32418 -0.52090 0.03377 -0.25
H -1.48503 1.49072 1.36116 -0.38
S 1.92990 0.40146 2.40298 0.41
H 0.74671 1.07621 2.18526 -0.31
H 1.51012 -0.98329 2.26523 -0.16
S 0.22398 -4.25632 0.67517 0.45
H -0.01010 -4.31940 2.03177 -0.19
H -0.12251 -2.98042 0.50816 -0.27
S 4.17693 0.91664 -3.76572 0.38
H 4.83089 0.72045 -2.54799 -0.20
H 3.14601 1.40763 -2.92838 -0.18

***

[4]
85
Properties=species:S:1:pos:R:3:lowdin_charge:R:1 method="wB97M-V/def2-TZVPD" e_homo_ev=-8.61 spin_multiplicity=1 orbital_gap_ev=8.131 e_lumo_ev=-0.5
N 4.86301 -2.82459 3.89942 -0.37
P 6.18247 -2.63484 3.02814 0.54
Si 6.77766 -0.51242 2.69305 0.33
O 5.78042 0.42979 1.65758 -0.36
Si 4.27526 -0.16177 1.23235 0.23
F 3.27670 -0.36129 2.48307 -0.09
C 3.46812 1.17658 0.13335 -0.26
S 2.36555 0.40222 -1.07093 0.64
O 3.12724 0.07022 -2.28521 -0.39
O 1.16676 1.21156 -1.29492 -0.38
N 4.35367 -1.61840 0.22227 0.04
C 5.28224 -1.53094 -0.56368 -0.86
S 6.56939 -1.31771 -1.50593 0.77
P 7.13314 0.42095 4.69349 0.54
N 8.00212 -0.68960 5.46764 -0.39
H 5.09169 -3.32939 4.74716 -0.05
H 6.08507 -3.25679 1.75362 -0.04
H 7.29064 -3.21884 3.71126 -0.01
H 8.11409 -0.54336 2.05517 -0.03
H 2.89483 1.88954 0.74227 0.05
H 4.26639 1.72994 -0.37675 0.08
H 1.98905 -0.81157 -0.53902 0.08
H 7.82670 1.66471 4.55491 -0.03
H 5.92390 0.67158 5.38872 -0.02
H 7.48525 -0.96256 6.29779 -0.05
C -2.39045 0.16393 0.16983 -0.10
C -2.20104 -0.43305 1.56106 -0.26
C -1.79479 0.60530 2.60939 -0.18
C -0.47200 1.16610 2.34258 -0.21
N 0.56110 1.61676 2.13005 0.17
H -1.45563 0.57330 -0.22030 0.06
H -2.73216 -0.60271 -0.52647 0.07
H -3.13523 0.96286 0.18308 0.08
H -1.45617 -1.22966 1.51486 0.11
H -3.13865 -0.89498 1.87717 0.09
H -1.78562 0.13771 3.59635 0.12
H -2.53194 1.40994 2.64799 0.12
C -6.29592 -3.67417 1.82167 -0.11
C -6.63826 -3.10635 3.19438 -0.26
C -5.57807 -2.13631 3.72187 -0.20
C -4.30139 -2.80057 3.98862 -0.25
N -3.30192 -3.32533 4.19671 0.15
H -5.38614 -4.27625 1.85486 0.07
H -7.10351 -4.31372 1.46530 0.07
H -6.15202 -2.87515 1.09129 0.08
H -6.77993 -3.92584 3.90158 0.11
H -7.58984 -2.57500 3.12872 0.11
H -5.93415 -1.68102 4.64816 0.12
H -5.42597 -1.32324 3.00860 0.11
C 0.66101 5.01746 -4.42955 -0.11
C 0.86545 4.59889 -2.97781 -0.26
C -0.36536 3.92533 -2.36835 -0.20
C -1.50019 4.84085 -2.24862 -0.22
N -2.39119 5.55909 -2.15513 0.15
H -0.11955 5.77521 -4.52048 0.07
H 1.58121 5.43977 -4.83472 0.07
H 0.38215 4.16207 -5.04809 0.08
H 1.14654 5.47218 -2.38495 0.11
H 1.69998 3.89686 -2.92750 0.10
H -0.11278 3.54979 -1.37500 0.10
H -0.65343 3.05963 -2.96701 0.12
C -5.94075 4.80745 -1.48251 -0.11
C -6.14288 4.58653 -2.97568 -0.27
C -7.61766 4.58598 -3.38775 -0.20
C -8.35136 3.45330 -2.82210 -0.24
N -8.92641 2.56417 -2.37900 0.14
H -6.37411 3.99399 -0.89642 0.07
H -4.87666 4.85430 -1.25245 0.04
H -6.39801 5.74479 -1.15873 0.08
H -5.67182 3.64658 -3.27058 0.11
H -5.63112 5.38228 -3.52030 0.11
H -7.68833 4.53799 -4.47633 0.12
H -8.09368 5.51937 -3.08142 0.12
C 3.25190 -6.25859 -3.52258 -0.11
C 2.89122 -5.00867 -2.72790 -0.26
C 4.11381 -4.17553 -2.33548 -0.20
C 4.98387 -4.88518 -1.39482 -0.25
N 5.66984 -5.44111 -0.66093 0.15
H 3.85604 -6.94764 -2.92984 0.07
H 2.34792 -6.78731 -3.82568 0.07
H 3.81070 -6.00202 -4.42483 0.08
H 2.33118 -5.29512 -1.83530 0.11
H 2.22945 -4.38537 -3.33275 0.11
H 3.78177 -3.24364 -1.87427 0.08
H 4.67960 -3.89926 -3.22729 0.12

***

[5]
7
Properties=species:S:1:pos:R:3:lowdin_charge:R:1 method="wB97M-V/def2-TZVPD" e_homo_ev="-8.99 / -11.24" spin_multiplicity=3 orbital_gap_ev="9.310 / 7.174" e_lumo_ev="0.3 / -4.1"
C 1.23394 -0.51225 -0.00626 -0.50
N 1.98206 0.17487 0.57784 0.26
O -2.01195 1.59486 -1.37590 -0.44
O 0.37782 -1.20936 -0.34422 0.14
P -1.71896 0.74796 -0.23899 -0.08
Cl -1.27106 1.38725 1.56841 0.30
Br -3.23246 -0.82323 0.06144 0.31

***

[6]
18
Properties=species:S:1:pos:R:3:lowdin_charge:R:1 method="wB97M-V/def2-TZVPD" e_homo_ev=-7.56 spin_multiplicity=1 orbital_gap_ev=8.306 e_lumo_ev=0.7 smiles=C#[S@@H](C)CCC relative_energy_kcal_mol=166.77
C 0.24606 0.38975 0.86441 -0.32
C -2.75956 -0.61804 1.24095 -0.39
C 2.59347 -0.30480 -0.04534 -0.11
C -1.97375 0.53276 -1.05281 -0.28
C 1.12033 0.24350 -0.30437 -0.38
S -1.46774 -0.39599 0.41134 0.70
H 0.51806 -0.33937 1.61698 0.08
H 0.34100 1.38311 1.27032 0.10
H -2.71674 -1.27156 2.06937 -0.08
H 3.53497 -0.11127 -0.63013 0.08
H 2.86675 -0.08354 1.02721 0.07
H 2.45961 -1.37673 0.02310 0.05
H -1.40003 0.45264 -2.00268 0.06
H -3.10632 0.37927 -1.20241 0.09
H -1.68027 1.58582 -0.79972 0.06
H 1.01858 -0.38049 -1.20925 0.09
H 1.09131 1.28298 -0.82789 0.13
H -0.68573 -1.36806 -0.44907 0.06